[1]
Density functional theory data (wB97M-V/def2-TZVPD) for a molecular structure, C34H34IN4O4Rh.

```
78
Properties=species:S:1:pos:R:3:mulliken_charge:R:1
Rh -1.813 -0.163 -2.045 0.373
C 2.950 -2.065 2.653 -1.812
C 2.409 -0.738 2.114 1.028
C 3.117 0.460 2.751 -1.754
O 1.014 -0.676 2.345 -0.264
C 0.399 -0.272 1.137 -0.874
C 1.341 -0.921 0.103 -0.740
O 2.592 -0.676 0.711 -0.251
C 1.343 -0.403 -1.372 2.648
O 0.165 -0.740 -1.964 -0.827
C 2.423 -1.089 -2.222 -0.752
C 2.330 -0.874 -3.595 -0.535
C 3.290 -1.370 -4.455 -0.751
C 4.361 -2.093 -3.957 -0.518
C 4.433 -2.347 -2.599 -0.965
C 3.466 -1.859 -1.734 0.263
C 1.640 1.099 -1.338 -0.147
C 2.918 1.594 -1.564 -0.665
C 3.152 2.957 -1.525 -0.837
C 2.129 3.842 -1.239 -0.908
C 0.861 3.352 -0.993 -1.044
C 0.620 1.992 -1.050 -0.221
C -1.110 -0.659 1.118 2.423
O -1.735 -0.007 0.096 -0.361
C -1.890 -0.112 2.324 -0.583
C -3.252 -0.406 2.336 -0.387
C -4.082 0.124 3.303 -0.942
C -3.561 0.962 4.276 -0.509
C -2.209 1.258 4.270 -0.950
C -1.376 0.738 3.291 -0.113
C -1.188 -2.184 1.152 -0.310
C -1.131 -2.840 2.379 -0.243
C -1.128 -4.223 2.434 -0.951
C -1.181 -4.968 1.266 -0.684
C -1.232 -4.321 0.043 -1.376
C -1.232 -2.938 -0.010 -0.239
H 2.726 -2.151 3.711 0.428
H 4.025 -2.092 2.496 0.389
H 2.481 -2.888 2.119 0.373
H 2.990 0.418 3.829 0.364
H 2.688 1.381 2.362 0.394
H 4.172 0.426 2.498 0.418
H 0.467 0.822 1.039 1.584
H 1.141 -2.004 0.067 1.050
H 1.492 -0.310 -3.980 0.395
H 3.208 -1.184 -5.516 0.407
H 5.125 -2.465 -4.625 0.388
H 5.255 -2.926 -2.203 0.439
H 3.550 -2.058 -0.679 0.467
H 3.731 0.918 -1.775 0.496
H 4.146 3.332 -1.718 0.440
H 2.317 4.906 -1.216 0.400
H 0.058 4.032 -0.754 0.458
H -0.378 1.617 -0.855 0.709
H -3.662 -1.042 1.565 0.458
H -5.138 -0.110 3.295 0.417
H -4.206 1.383 5.033 0.405
H -1.795 1.905 5.032 0.435
H -0.325 0.973 3.301 0.509
H -1.069 -2.264 3.290 0.535
H -1.080 -4.720 3.394 0.440
H -1.163 -6.048 1.311 0.412
H -1.253 -4.892 -0.876 0.470
H -1.232 -2.435 -0.975 0.801
N -4.216 4.038 -1.263 -0.328
C -3.161 4.664 -1.814 0.824
N -3.033 5.995 -1.645 -0.413
N -2.246 4.072 -2.531 -0.652
C -2.130 2.826 -2.773 0.765
N -1.896 1.732 -3.102 -0.671
H -4.849 4.512 -0.642 0.193
H -4.362 3.049 -1.404 0.002
H -3.624 6.512 -1.022 0.181
H -2.214 6.440 -2.020 0.244
I -4.658 0.054 -1.763 0.063
C -3.407 -1.596 -2.445 -0.786
H -3.732 -1.848 -3.448 0.538
H -3.576 -2.403 -1.740 0.338
```

Its multiplicity is 1. The total energy is -61065.6534 eV. The value obtained for the HOMO-LUMO gap (alpha / beta) is 6.84 / 6.75 eV.

---

[2]
Density functional theory data (wB97M-V/def2-TZVPD) for a molecular structure, C34H34N3O5P2PtS.

```
80
Properties=species:S:1:pos:R:3:mulliken_charge:R:1
Pt -0.772 1.266 1.649 2.126
O 1.424 -3.131 0.318 -0.520
C 1.418 -1.829 0.517 0.364
O 0.615 -1.056 0.034 -0.186
C 2.553 -1.398 1.419 -0.730
O 2.578 -0.001 1.615 -0.305
C 2.922 0.749 0.475 -0.856
C 1.657 1.285 -0.167 0.865
O 1.553 1.041 -1.475 -0.300
O 0.840 1.969 0.423 -0.987
H 0.694 -3.392 -0.267 0.383
H 3.497 -1.774 1.011 0.412
H 2.416 -1.858 2.398 0.379
H 3.514 0.187 -0.249 0.375
H 3.502 1.614 0.806 0.463
N -1.192 1.337 -1.714 0.285
P -2.049 1.366 -0.191 0.438
C -2.869 2.946 -0.361 0.581
C -3.816 3.117 -1.379 -0.300
C -4.403 4.356 -1.569 -0.928
C -4.053 5.423 -0.747 -0.615
C -3.117 5.256 0.262 -0.755
C -2.519 4.020 0.456 -0.470
C -3.280 0.070 -0.254 0.537
C -2.877 -1.238 -0.536 -0.481
C -3.800 -2.266 -0.487 -0.924
C -5.120 -2.001 -0.135 -0.626
C -5.515 -0.709 0.178 -0.860
C -4.598 0.333 0.123 -0.507
P 0.240 0.981 -2.444 0.782
C 0.516 2.215 -3.668 0.546
C 1.578 3.117 -3.585 -0.411
C 1.745 4.056 -4.590 -0.833
C 0.863 4.095 -5.661 -0.519
C -0.192 3.192 -5.746 -0.899
C -0.366 2.242 -4.756 -0.258
C 0.268 -0.661 -3.077 1.222
C -0.935 -1.302 -3.373 -0.557
C -0.909 -2.548 -3.981 -0.840
C 0.306 -3.143 -4.291 -0.563
C 1.506 -2.495 -4.008 -0.858
C 1.494 -1.249 -3.410 -0.800
H -1.607 2.091 -2.265 0.272
H -4.113 2.283 -2.005 0.481
H -5.141 4.489 -2.347 0.458
H -4.520 6.388 -0.894 0.442
H -2.852 6.089 0.899 0.455
H -1.787 3.890 1.244 0.253
H -1.841 -1.446 -0.780 0.660
H -3.497 -3.279 -0.717 0.481
H -5.840 -2.807 -0.100 0.444
H -6.539 -0.506 0.458 0.484
H -4.916 1.339 0.365 0.466
H 2.271 3.089 -2.756 0.385
H 2.568 4.756 -4.539 0.452
H 1.002 4.829 -6.443 0.442
H -0.865 3.219 -6.591 0.459
H -1.166 1.514 -4.846 0.397
H -1.882 -0.835 -3.138 0.584
H -1.837 -3.049 -4.223 0.483
H 0.322 -4.113 -4.771 0.472
H 2.447 -2.959 -4.270 0.481
H 2.428 -0.738 -3.214 0.504
C -0.628 0.885 7.888 -1.428
C -0.385 1.105 6.439 0.755
C 0.740 1.672 5.899 -1.070
C 0.858 1.817 4.509 0.940
N -0.124 1.377 3.715 -0.176
C -1.239 0.846 4.244 0.066
S -2.386 0.446 3.038 -0.410
N -1.364 0.705 5.571 0.087
C 2.027 2.485 3.888 -0.752
H 0.147 1.359 8.484 0.377
H -0.629 -0.186 8.106 0.371
H -1.598 1.290 8.182 0.419
H 1.533 2.014 6.548 0.485
H -2.219 0.303 5.942 0.319
H 2.936 2.292 4.454 0.465
H 1.852 3.565 3.900 0.330
H 2.145 2.165 2.857 -0.200
```

Its multiplicity is 1. The total energy is -83157.0679 eV. The value obtained for the HOMO-LUMO gap is 8.13 eV. As for the total charge: +3. For the energy relative to the best compared isomer or geometry (same formula, charge and spin), the calculation gives 0.000 eV.

---

[3]
Density functional theory data (wB97M-V/def2-TZVPD) for a molecular structure, C34H35AsBN8NaO.

```
81
Properties=species:S:1:pos:R:3:mulliken_spin:R:1
Na -0.722 0.476 -0.027 -0.010
C -2.870 3.475 -0.019 0.000
C -2.733 2.784 -1.337 0.011
C -3.575 2.864 -2.462 0.000
C -3.001 2.027 -3.384 0.005
N -1.880 1.498 -2.835 0.005
N -1.724 1.954 -1.565 -0.006
B -1.025 0.362 -3.389 0.001
N 0.438 0.361 -2.970 -0.003
C 1.490 0.471 -3.815 0.001
C 2.641 0.446 -3.073 0.000
C 2.205 0.298 -1.746 0.004
C 3.034 0.234 -0.504 0.000
N 0.882 0.247 -1.688 -0.005
N -1.729 -0.990 -2.795 0.234
C -2.570 -1.916 -3.465 0.205
C -3.046 -2.788 -2.539 -0.011
C -2.491 -2.361 -1.319 0.301
C -2.596 -2.897 0.044 -0.012
N -1.699 -1.233 -1.543 0.204
N -1.131 0.304 -4.894 0.005
C -1.035 1.334 -5.774 0.000
C -0.744 0.813 -7.005 0.002
C -0.649 -0.583 -6.793 0.004
C -0.379 -1.655 -7.796 0.000
N -0.861 -0.876 -5.523 0.005
H -3.519 4.344 -0.104 0.000
H -3.300 2.815 0.737 0.001
H -1.897 3.812 0.339 0.000
H -4.464 3.459 -2.581 0.000
H -3.304 1.776 -4.386 -0.001
H 1.345 0.549 -4.880 0.000
H 3.653 0.508 -3.435 0.000
H 3.993 -0.243 -0.700 0.000
H 3.235 1.236 -0.116 0.000
H 2.527 -0.333 0.279 0.000
H -2.698 -1.839 -4.530 -0.019
H -3.702 -3.625 -2.700 0.002
H -3.400 -3.623 0.133 0.004
H -1.651 -3.385 0.308 0.047
H -2.728 -2.085 0.763 0.024
H -1.163 2.355 -5.453 0.000
H -0.618 1.350 -7.930 0.000
H 0.401 -1.349 -8.492 0.000
H -0.062 -2.568 -7.295 0.000
H -1.273 -1.876 -8.381 0.000
O -0.875 0.037 2.104 0.001
As 0.357 -0.084 3.208 0.000
C 1.205 -1.797 3.109 0.000
C 1.770 -2.382 4.235 0.000
C 2.413 -3.608 4.122 0.000
C 2.492 -4.238 2.889 0.000
C 1.928 -3.652 1.762 0.000
C 1.280 -2.432 1.871 0.000
C 1.684 1.239 2.795 0.000
C 1.271 2.379 2.112 0.000
C 2.202 3.347 1.767 0.000
C 3.538 3.175 2.110 0.000
C 3.946 2.039 2.796 0.000
C 3.018 1.065 3.137 0.000
C -0.175 0.160 5.026 0.000
C 0.378 1.169 5.804 0.000
C -0.015 1.303 7.129 0.000
C -0.953 0.435 7.666 0.000
C -1.506 -0.573 6.885 0.000
C -1.118 -0.713 5.563 0.000
H 1.700 -1.893 5.199 0.000
H 2.850 -4.071 4.997 0.000
H 2.997 -5.192 2.805 0.000
H 1.998 -4.147 0.803 0.000
H 0.828 -1.975 0.996 0.001
H 0.221 2.510 1.870 0.000
H 1.891 4.234 1.232 0.000
H 4.265 3.929 1.840 0.000
H 4.987 1.909 3.059 0.000
H 3.338 0.171 3.661 0.000
H 1.111 1.849 5.387 0.000
H 0.412 2.087 7.741 0.000
H -1.257 0.541 8.699 0.000
H -2.240 -1.247 7.307 0.000
H -1.547 -1.500 4.953 0.000
```

Its multiplicity is 2. The total energy is -115723.0492 eV. The value obtained for the HOMO-LUMO gap (alpha / beta) is 9.23 / 5.19 eV. As for the total charge: +1. For the energy relative to the best compared isomer or geometry (same formula, charge and spin), the calculation gives 0.112 eV.